Formula: C15H45NO11
Source: OMol25
Level of theory: the ωB97M-V functional and the def2-TZVPD basis

The HOMO energy is -0.3483 hartree. The value obtained for the calculated total energy is -40286.7718 eV. As for the net charge: 0.

Atoms and positions in Å:
1 C -3.764 0.040 3.324
2 O -3.957 0.794 2.101
3 C -3.001 0.496 1.138
4 C -3.250 1.384 -0.035
5 N -2.419 0.970 -1.208
6 H -1.461 0.746 -0.706
7 H -2.895 0.054 -1.544
8 C -2.426 1.930 -2.345
9 C -1.637 1.419 -3.606
10 O -1.874 2.204 -4.697
11 C -1.331 1.757 -5.978
12 H -4.567 0.171 3.976
13 H -2.789 0.085 3.807
14 H -3.696 -1.157 3.275
15 H -3.046 -0.554 1.055
16 H -2.024 0.676 1.435
17 H -2.958 2.441 0.317
18 H -4.359 1.438 -0.253
19 H -2.049 2.914 -2.051
20 H -3.486 2.081 -2.510
21 H -1.783 0.313 -3.857
22 H -0.671 1.564 -3.246
23 H -1.948 2.252 -6.592
24 H -1.476 0.707 -6.137
25 H -0.326 2.031 -6.088
26 C 0.536 0.560 -0.136
27 O -0.185 -0.599 -0.506
28 O 1.637 0.332 0.649
29 O 0.003 1.600 -0.282
30 H 1.631 -0.590 0.717
31 C -0.262 -5.028 0.757
32 C -0.928 -3.928 -0.090
33 O -1.035 -2.752 0.693
34 H 0.829 -4.944 0.819
35 H -0.189 -5.890 0.197
36 H -0.693 -5.265 1.530
37 H -1.927 -4.117 -0.254
38 H -0.626 -3.506 -1.007
39 H -0.857 -2.225 -0.024
40 C 2.827 -2.283 2.327
41 C 4.026 -2.324 1.426
42 O 3.938 -1.389 0.428
43 H 2.042 -2.577 1.678
44 H 2.589 -1.300 2.674
45 H 2.837 -2.927 3.080
46 H 4.169 -3.358 0.861
47 H 4.992 -2.127 2.203
48 H 4.876 -1.254 0.166
49 C 0.025 -0.463 4.095
50 O -0.100 0.910 4.346
51 H -0.821 -1.061 4.358
52 H 0.963 -0.676 4.649
53 H 0.298 -0.622 3.077
54 H -0.009 1.401 3.508
55 C 1.023 3.638 2.146
56 O -0.186 2.844 2.022
57 H 0.913 4.095 3.013
58 H 0.881 4.313 1.210
59 H 1.908 3.358 2.123
60 H 0.215 2.380 1.158
61 C 2.839 3.080 -1.229
62 O 1.598 3.249 -1.871
63 H 3.156 1.951 -1.117
64 H 2.779 3.726 -0.367
65 H 3.591 3.504 -1.809
66 H 0.949 2.698 -1.351
67 C 2.471 -1.799 -2.660
68 O 1.403 -0.895 -2.882
69 H 2.757 -1.217 -1.748
70 H 3.106 -1.700 -3.611
71 H 2.286 -2.872 -2.404
72 H 0.929 -0.700 -2.130

***

Formula: C15H48IN6NbO3P3
Source: OMol25
Level of theory: the ωB97M-V functional and the def2-TZVPD basis

The HOMO energy is -0.1768 hartree. The value obtained for the calculated total energy is -68925.7104 eV. As for the net charge: -1.

Atoms and positions in Å:
1 C 3.344 -1.738 -1.256
2 C 2.208 -1.053 -0.514
3 C 1.072 -2.077 -0.208
4 I 0.204 -1.525 1.709
5 Nb -0.408 -2.011 -1.968
6 P -2.545 -1.714 -0.482
7 O -3.685 -1.471 -1.442
8 H 3.998 -2.289 -0.590
9 H 2.952 -2.396 -2.021
10 H 3.938 -0.976 -1.752
11 H 2.544 -0.600 0.412
12 H 1.830 -0.258 -1.150
13 H 1.587 -3.019 -0.059
14 H -0.637 -3.833 -1.783
15 H -1.437 -2.029 -3.472
16 H -0.194 -0.193 -2.233
17 H 1.029 -2.333 -3.043
18 H -2.529 -0.625 0.424
19 H -2.845 -2.922 0.207
20 O 6.406 -0.577 0.433
21 P 7.741 0.096 0.401
22 N 8.380 -0.272 1.967
23 C 8.080 0.424 3.204
24 C 8.635 -1.696 2.176
25 N 7.212 1.743 0.175
26 C 6.934 2.643 1.280
27 C 6.148 1.838 -0.824
28 N 9.316 0.465 -0.307
29 C 9.829 -0.531 -1.252
30 C 10.364 1.058 0.471
31 H 8.828 0.159 3.956
32 H 7.084 0.181 3.602
33 H 8.152 1.502 3.097
34 H 9.704 -1.921 2.065
35 H 8.090 -2.316 1.460
36 H 8.324 -2.015 3.169
37 H 6.237 2.221 2.018
38 H 6.497 3.566 0.899
39 H 7.853 2.950 1.786
40 H 5.165 1.587 -0.410
41 H 6.336 1.161 -1.659
42 H 6.113 2.853 -1.225
43 H 10.233 -1.423 -0.749
44 H 10.615 -0.103 -1.877
45 H 9.030 -0.860 -1.921
46 H 10.874 0.340 1.128
47 H 10.000 1.886 1.078
48 H 11.104 1.474 -0.218
49 O -9.989 -0.789 -1.215
50 P -8.859 0.090 -0.762
51 N -8.662 -0.382 0.893
52 C -9.452 0.072 2.018
53 C -8.198 -1.759 1.055
54 N -9.626 1.650 -1.016
55 C -10.395 2.324 0.011
56 C -10.336 1.707 -2.286
57 N -7.266 0.804 -0.893
58 C -6.297 0.044 -1.714
59 C -6.632 1.443 0.224
60 H -8.926 -0.167 2.947
61 H -10.453 -0.386 2.057
62 H -9.569 1.152 2.028
63 H -7.124 -1.785 1.275
64 H -8.363 -2.354 0.154
65 H -8.722 -2.263 1.867
66 H -11.180 1.689 0.451
67 H -10.878 3.207 -0.412
68 H -9.752 2.704 0.807
69 H -11.328 1.240 -2.230
70 H -9.774 1.197 -3.069
71 H -10.454 2.749 -2.592
72 H -5.894 -0.824 -1.189
73 H -5.460 0.672 -2.015
74 H -6.782 -0.310 -2.630
75 H -6.203 0.733 0.944
76 H -7.315 2.108 0.755
77 H -5.822 2.064 -0.163

***

Formula: C15H52BNO22
Source: OMol25
Level of theory: the ωB97M-V functional and the def2-TZVPD basis

The HOMO energy is -0.3312 hartree. The value obtained for the calculated total energy is -63605.9618 eV. As for the net charge: 0.

Atoms and positions in Å:
1 C -4.736 0.066 -3.048
2 C -4.237 -0.495 -4.353
3 C -2.888 -1.103 -4.402
4 C -1.708 -0.215 -3.851
5 N -0.394 -0.842 -4.035
6 C 0.720 -0.060 -3.483
7 C 1.017 1.044 -4.311
8 C 0.629 0.555 -5.777
9 C 0.016 -0.859 -5.463
10 C -0.306 -2.325 -3.580
11 C -0.726 -2.566 -2.100
12 C -0.629 -4.032 -1.530
13 H -4.370 0.979 -2.711
14 H -4.570 -0.608 -2.195
15 H -5.806 0.226 -3.198
16 H -4.349 0.205 -5.101
17 H -4.851 -1.027 -4.890
18 H -2.728 -1.240 -5.377
19 H -2.955 -1.945 -3.880
20 H -1.709 -0.042 -2.701
21 H -1.803 0.695 -4.252
22 H 1.639 -0.623 -3.429
23 H 0.548 0.257 -2.480
24 H 2.054 1.282 -4.227
25 H 0.143 1.762 -4.252
26 H 1.408 0.715 -6.530
27 H -0.224 1.182 -6.187
28 H 0.989 -1.519 -5.738
29 H -0.820 -0.959 -6.217
30 H 0.793 -2.629 -3.649
31 H -0.925 -2.944 -4.294
32 H -1.727 -2.331 -1.697
33 H -0.034 -2.065 -1.515
34 H -1.283 -4.550 -2.203
35 H -1.282 -4.268 -0.568
36 H 0.356 -4.597 -1.757
37 O 0.007 -0.941 4.349
38 C 0.228 -0.750 3.219
39 O -0.216 0.251 2.563
40 B 0.793 0.476 1.534
41 O 1.687 -0.614 1.636
42 C 1.235 -1.351 2.483
43 O 1.578 -2.519 2.598
44 O 1.540 1.746 1.652
45 C 1.269 2.537 0.660
46 O 1.800 3.629 0.476
47 C 0.396 1.824 -0.194
48 O 0.207 0.597 0.168
49 O -0.409 2.334 -0.991
50 O -0.863 5.260 -1.196
51 H -0.381 5.995 -0.637
52 H -0.467 4.433 -1.037
53 O 3.566 -4.268 2.240
54 H 2.990 -4.837 1.704
55 H 2.873 -3.635 2.405
56 O -0.949 4.363 1.392
57 H -1.158 5.195 1.111
58 H -1.666 3.922 1.225
59 O 4.682 1.490 0.903
60 H 4.184 1.402 1.773
61 H 5.515 1.118 1.226
62 O -2.576 0.414 -0.381
63 H -1.983 1.176 -0.740
64 H -1.960 -0.209 -0.188
65 O 1.579 1.173 5.697
66 H 1.466 1.325 6.705
67 H 2.146 0.422 5.617
68 O 3.066 -2.047 -0.593
69 H 3.251 -3.032 -0.921
70 H 2.853 -2.201 0.402
71 O -1.436 2.420 3.667
72 H -1.546 1.989 4.496
73 H -1.066 1.903 3.059
74 O 4.372 3.844 -0.626
75 H 3.611 4.040 -0.471
76 H 4.351 2.838 -0.644
77 O 0.797 4.027 4.027
78 H 0.924 3.889 3.098
79 H 0.079 3.453 4.167
80 O -0.912 -4.073 2.773
81 H -1.008 -4.168 3.713
82 H -0.034 -3.987 2.503
83 O -1.236 1.060 6.239
84 H -1.472 0.285 6.625
85 H -0.348 0.809 6.340
86 O 3.110 -0.915 6.021
87 H 3.626 -0.823 6.716
88 H 2.324 -1.496 6.069
89 O -2.010 -1.366 6.741
90 H -2.020 -1.685 7.645
91 H -1.681 -1.857 5.982

***

Look up the net charge of the second one.
-1

***

Look up the net charge of the third one.
0

***

Look up the calculated total energy of the third one.
-63605.9618 eV

***

What is the formula in the second record?
C15H48IN6NbO3P3